Entry 1:
This record from OMol25 describes a structure of composition C11H11ClInO2. The level of theory is the ωB97M-V functional and the def2-TZVPD basis.

Values from the calculation:
Relative energy (zero: lowest compared OMol25 entry of this formula, charge and spin): 0.00 kJ/mol
Orbital gap: 4.9 eV
Total charge: -1
Energy: -33376.284 eV

XYZ file:
```
26
C11H11ClInO2 the ωB97M-V functional and the def2-TZVPD basis
C -0.070 2.287 -0.417
C 0.621 1.588 -1.445
C 1.707 0.850 -0.821
H 0.347 1.564 -2.514
C 1.717 1.220 0.586
C 0.616 2.073 0.820
H 0.329 2.533 1.773
H -0.979 2.892 -0.539
H 2.538 0.392 -1.360
H 2.516 0.991 1.292
In 0.292 -1.235 -0.348
Cl -1.822 -0.365 -0.632
C 0.818 -4.412 -2.364
C 2.166 -4.314 -1.886
C 2.922 -3.555 -2.840
H 2.553 -4.757 -0.962
C 2.037 -3.181 -3.907
C 0.738 -3.713 -3.614
H -0.151 -3.625 -4.248
H 0.001 -4.951 -1.872
H 3.992 -3.325 -2.779
H 2.315 -2.611 -4.802
O 0.630 -0.735 1.858
C 0.956 -1.961 2.038
O 0.948 -2.838 1.087
H 1.231 -2.254 3.062
```



Entry 2:
This record from OMol25 describes a cluster of 2 separate species, C3H4OS3 in total. The level of theory is the ωB97M-V functional and the def2-TZVPD basis.

Values from the calculation:
Relative energy (zero: lowest compared OMol25 entry of this formula, charge and spin): 276.19 kJ/mol
Orbital gap: 8.4 eV
Total charge: 0
Energy: -37725.860 eV

XYZ file:
```
11
C3H4OS3 the ωB97M-V functional and the def2-TZVPD basis
C -2.666 0.288 0.631
C 0.361 0.332 -0.194
C 1.597 -0.431 -0.354
O -2.424 0.784 1.640
S -3.158 -0.482 -0.614
S 0.696 1.837 -0.789
S 1.237 -2.256 0.048
H 2.505 -0.057 0.153
H 1.753 -0.500 -1.361
H -0.396 2.296 -0.139
H 0.495 -1.810 0.979
```



Entry 3:
This record from OMol25 describes a structure of composition C19H20FN4O2RuS2Se2. The level of theory is the ωB97M-V functional and the def2-TZVPD basis.

Values from the calculation:
2S+1: 5
Relative energy (zero: lowest compared OMol25 entry of this formula, charge and spin): 77.44 kJ/mol
Orbital gap (spin up / spin down): 5.7 / 4.8 eV
Expectation value of S²: 6.048
Total charge: -1
Energy: -187745.070 eV

XYZ file:
```
51
C19H20FN4O2RuS2Se2 the ωB97M-V functional and the def2-TZVPD basis
Ru -0.407 0.230 -0.291
S -0.167 0.099 2.235
C 1.497 0.426 2.527
C 1.802 0.955 3.785
N 2.019 1.375 4.835
C 2.504 0.162 1.604
S 2.232 -0.518 0.059
C 3.844 0.440 1.901
N 4.962 0.640 2.090
O -2.281 2.020 -1.779
C -2.955 1.643 -2.945
C -2.989 0.112 -3.032
C -3.881 -0.243 -4.247
O -4.018 -1.621 -4.480
C -1.596 -0.481 -3.295
Se 0.027 0.518 -2.709
C -3.652 -0.504 -1.800
Se -2.978 -0.097 0.022
H -1.999 2.941 -1.827
H -2.440 2.023 -3.838
H -3.989 2.027 -2.936
H -3.472 0.252 -5.142
H -4.897 0.128 -4.089
H -3.135 -2.002 -4.556
H -1.434 -0.600 -4.372
H -1.518 -1.459 -2.815
H -3.627 -1.595 -1.884
H -4.700 -0.196 -1.763
F 0.470 6.280 0.559
C 0.309 4.936 0.395
C 1.298 4.217 -0.244
C 1.120 2.854 -0.420
C -0.032 2.211 0.024
C -1.001 2.972 0.678
C -0.841 4.333 0.867
H 2.192 4.715 -0.590
H 1.899 2.289 -0.924
H -1.905 2.492 1.041
H -1.593 4.917 1.379
C -0.540 -4.996 1.464
N -0.390 -3.991 0.453
C 0.323 -4.096 -0.707
C 0.251 -2.880 -1.317
N -0.492 -2.041 -0.546
C -0.860 -2.732 0.507
H -0.330 -5.978 1.040
H -1.558 -4.981 1.854
H 0.153 -4.814 2.291
H 0.816 -5.004 -0.990
H 0.694 -2.552 -2.239
H -1.475 -2.361 1.308
```



Entry 4:
This record from OMol25 describes a cluster of 2 separate species, C3H10N5S2 in total. The level of theory is the ωB97M-V functional and the def2-TZVPD basis.

Values from the calculation:
Relative energy (zero: lowest compared OMol25 entry of this formula, charge and spin): 32.44 kJ/mol
Orbital gap: 8.4 eV
Total charge: +1
Energy: -32387.279 eV

XYZ file:
```
20
C3H10N5S2 the ωB97M-V functional and the def2-TZVPD basis
C -2.833 0.902 -0.301
C -3.875 -1.095 0.361
C -0.037 0.586 -0.801
N -3.902 0.157 -0.090
N -4.939 -1.872 0.580
N 0.129 1.926 -0.769
N 0.994 -0.249 -0.442
N 3.377 0.462 0.509
S -2.656 2.422 0.191
S -1.463 0.014 -1.258
H -0.516 2.448 -1.223
H -5.946 -1.526 0.390
H -4.749 -2.784 1.101
H 0.951 2.314 -0.423
H -2.935 -1.619 0.811
H 0.655 -1.170 -0.136
H 1.902 0.145 -0.049
H 3.406 0.226 1.500
H 3.487 1.456 0.270
H 3.937 -0.244 0.005
```



Entry 5:
This record from OMol25 describes a cluster of 3 separate species, C33H65N4O3 in total. The level of theory is the ωB97M-V functional and the def2-TZVPD basis.

Values from the calculation:
2S+1: 3
Relative energy (zero: lowest compared OMol25 entry of this formula, charge and spin): 0.00 kJ/mol
Orbital gap (spin up / spin down): 7.2 / 8.3 eV
Expectation value of S²: 2.008
Total charge: +1
Energy: -47368.574 eV

XYZ file:
```
105
C33H65N4O3 the ωB97M-V functional and the def2-TZVPD basis
C -1.134 4.668 8.844
O -2.370 5.320 9.084
C -3.445 4.835 8.314
C -3.850 3.398 8.682
C -5.333 3.108 8.401
C -5.519 2.003 7.362
C -5.068 0.624 7.886
C -4.158 -0.181 6.922
C -2.823 -0.539 7.575
C -2.071 -1.668 6.885
C -1.494 -1.369 5.481
C -1.209 0.107 5.146
C -2.174 0.684 4.108
N -1.661 0.689 2.722
C -2.500 0.828 1.638
C -1.713 0.834 0.509
N -0.426 0.698 0.944
C -0.413 0.615 2.279
H -1.180 4.042 7.952
H -0.876 4.040 9.694
H -0.372 5.427 8.700
H -3.201 4.891 7.249
H -4.277 5.494 8.536
H -3.644 3.286 9.742
H -3.226 2.711 8.114
H -5.846 4.003 8.056
H -5.820 2.811 9.327
H -6.562 1.947 7.062
H -4.931 2.289 6.488
H -4.545 0.773 8.828
H -5.957 0.049 8.128
H -4.675 -1.090 6.632
H -3.984 0.468 6.066
H -2.216 0.355 7.704
H -3.039 -0.876 8.588
H -2.779 -2.487 6.771
H -1.292 -2.055 7.534
H -0.564 -1.922 5.384
H -2.148 -1.795 4.723
H -1.247 0.758 6.010
H -0.190 0.175 4.777
H -2.433 1.711 4.350
H -3.096 0.117 4.084
H -3.564 0.905 1.730
H -2.024 0.924 -0.513
H 0.373 0.687 0.332
H 0.459 0.509 2.890
C 0.370 -0.479 -6.506
C -0.846 0.359 -6.072
C -0.387 1.723 -5.558
C 0.336 1.643 -4.214
C -0.516 0.908 -3.179
C -1.029 -0.455 -3.653
N -1.631 -0.341 -5.009
O -2.844 0.093 -4.942
C 0.111 -1.493 -3.633
C -2.096 -0.961 -2.689
C -1.727 0.536 -7.303
H 0.717 -0.157 -7.486
H 1.228 -0.383 -5.847
H 0.115 -1.536 -6.581
H -1.256 2.382 -5.456
H 0.266 2.178 -6.304
H 1.305 1.149 -4.326
H 0.551 2.652 -3.856
H 0.063 0.761 -2.259
H -1.372 1.543 -2.920
H -0.207 -2.418 -4.114
H 0.375 -1.732 -2.601
H 1.024 -1.155 -4.116
H -2.901 -0.239 -2.551
H -1.642 -1.150 -1.713
H -2.538 -1.895 -3.036
H -2.064 -0.429 -7.682
H -1.147 1.025 -8.084
H -2.601 1.152 -7.104
C 4.788 -3.819 -3.724
C 4.413 -3.341 -5.141
C 5.489 -3.754 -6.143
C 6.787 -2.964 -5.987
C 6.524 -1.459 -6.037
C 5.435 -0.988 -5.072
N 4.224 -1.857 -5.186
O 3.491 -1.509 -6.189
C 5.965 -0.970 -3.626
C 5.044 0.447 -5.408
C 3.089 -4.012 -5.487
H 4.563 -4.881 -3.626
H 5.844 -3.712 -3.491
H 4.211 -3.287 -2.966
H 5.108 -3.610 -7.159
H 5.683 -4.822 -6.030
H 7.293 -3.231 -5.055
H 7.474 -3.235 -6.790
H 7.444 -0.912 -5.818
H 6.236 -1.188 -7.058
H 5.152 -0.789 -2.921
H 6.689 -0.164 -3.511
H 6.474 -1.884 -3.332
H 4.759 0.561 -6.452
H 5.894 1.102 -5.222
H 4.211 0.783 -4.788
H 2.309 -3.724 -4.779
H 3.214 -5.093 -5.433
H 2.750 -3.768 -6.491
```



Entry 6:
This record from OMol25 describes a structure of composition CH4IN3. The level of theory is the ωB97M-V functional and the def2-TZVPD basis.

Values from the calculation:
Relative energy (zero: lowest compared OMol25 entry of this formula, charge and spin): 21.10 kJ/mol
Orbital gap: 8.9 eV
Total charge: 0
Energy: -13669.916 eV

XYZ file:
```
9
CH4IN3 the ωB97M-V functional and the def2-TZVPD basis
C -0.662 1.265 0.255
N 0.465 -0.794 0.119
N 0.914 -1.819 -0.494
N -0.337 0.052 -0.480
I 2.145 -2.942 0.762
H 0.240 1.231 0.779
H -0.604 2.066 -0.462
H -1.583 1.226 0.877
H -0.579 -0.284 -1.356
```



Entry 7:
This record from OMol25 describes a cluster of 6 separate species, H12O6 in total. The level of theory is the ωB97M-V functional and the def2-TZVPD basis.

Values from the calculation:
Structure (SMILES): O.O.O.O.O.O
Relative energy (zero: lowest compared OMol25 entry of this formula, charge and spin): 69.05 kJ/mol
Orbital gap: 11.8 eV
Total charge: 0
Energy: -12480.398 eV

XYZ file:
```
18
H12O6 the ωB97M-V functional and the def2-TZVPD basis
H 1.811 -2.766 -0.546
H 0.588 -1.802 -0.212
H -1.407 -1.377 0.776
H -0.201 -0.790 1.459
H -3.616 -0.390 -0.080
H -2.754 0.036 -1.244
H -0.545 1.514 0.121
H -0.767 2.810 -0.482
H 2.010 -0.186 -0.687
H 2.136 1.145 -1.522
H 1.044 1.511 1.903
H 1.695 0.935 0.622
O 1.416 -1.932 -0.721
O -0.538 -1.600 1.100
O -2.914 -0.699 -0.653
O -1.246 2.035 -0.329
O 2.447 0.693 -0.690
O 0.841 0.864 1.186
```



Entry 8:
This record from OMol25 describes the molecule C19H36N4O3. The level of theory is the ωB97M-V functional and the def2-TZVPD basis.

Values from the calculation:
Structure (SMILES): CC(C)CCN1CCNC(=O)[C@@H]1CC(=O)N(C)CCCN1CCOCC1
Relative energy (zero: lowest compared OMol25 entry of this formula, charge and spin): 124.50 kJ/mol
Orbital gap: 8.9 eV
Total charge: 0
Energy: -32390.700 eV

XYZ file:
```
62
C19H36N4O3 the ωB97M-V functional and the def2-TZVPD basis
C 0.249 0.904 4.646
H 0.662 1.837 5.024
H 0.922 0.522 3.883
H 0.217 0.188 5.464
C -1.157 1.136 4.096
C -2.053 1.714 5.192
H -2.141 1.010 6.017
H -1.635 2.642 5.577
H -3.053 1.922 4.813
C -1.775 -0.162 3.563
H -2.831 0.009 3.338
H -1.736 -0.909 4.359
C -1.092 -0.783 2.331
N -1.177 -0.079 1.069
C -2.489 0.198 0.553
C -2.947 1.632 0.852
N -1.957 2.520 0.294
C -0.659 2.201 0.127
O 0.090 2.935 -0.494
C -0.161 0.918 0.785
C 0.950 0.327 -0.103
C 1.976 -0.456 0.691
O 2.036 -0.413 1.910
N 2.848 -1.195 -0.033
C 2.828 -1.297 -1.473
H 3.851 -1.483 -1.811
H 2.496 -0.353 -1.907
C 1.905 -2.414 -1.986
H 1.017 -2.465 -1.355
H 2.405 -3.382 -1.933
C 1.497 -2.135 -3.435
N 0.740 -0.897 -3.524
C 0.955 -0.167 -4.762
C 0.223 1.174 -4.682
H 0.328 1.728 -5.616
O -1.159 0.985 -4.485
C -1.380 0.273 -3.292
C -0.686 -1.090 -3.324
H -0.855 -1.608 -2.377
H -1.125 -1.697 -4.137
H -2.462 0.150 -3.204
H -1.001 0.856 -2.440
H 0.638 1.765 -3.853
H 2.025 0.013 -4.888
H 0.582 -0.729 -5.637
H 2.405 -2.029 -4.035
H 0.929 -2.989 -3.835
C 3.823 -2.013 0.654
H 3.704 -1.852 1.723
H 4.835 -1.728 0.357
H 3.667 -3.069 0.426
H 0.496 -0.299 -0.867
H 1.460 1.163 -0.590
H 0.322 1.239 1.718
H -2.254 3.388 -0.128
H -3.038 1.791 1.932
H -3.916 1.834 0.388
H -2.471 0.076 -0.539
H -3.194 -0.523 0.968
H -0.034 -0.938 2.539
H -1.545 -1.769 2.170
H -1.101 1.872 3.286
```